No. 1
11
Properties=species:S:1:pos:R:3:forces:R:3 method="wB97M-V/def2-TZVPD" total_charge=0 lumo_ha=0.018 homo_energy_ev=-8.57 smiles="O[C@@H]1CNC1=S" e_above_lowest_kj_mol=187.36 e_tot_ha=-645.44032 orbital_gap_ev=9.05
C 0.2105 0.6332 0.2848 1.4985 -0.5165 1.5531
C 0.8876 -0.7509 -0.0039 1.0561 0.5768 -2.0813
C -1.0741 -0.0655 -0.0738 -1.0854 -0.7699 -0.7491
H 0.0590 2.5556 -0.1128 2.4967 -2.9574 -1.4290
H 0.2921 0.8219 1.3803 -0.4306 0.0124 -0.5785
H 1.3084 -1.3083 0.8297 0.4733 0.3213 -0.0718
H 1.5571 -0.6170 -0.9274 -0.5951 -0.6318 1.4884
H -0.8719 -2.1717 -0.4950 0.5598 0.6360 0.1400
N -0.4363 -1.2538 -0.3553 -1.4748 1.2326 0.3419
O 0.7083 1.7448 -0.4345 -3.0641 2.2852 1.4258
S -2.6408 0.4117 -0.0921 0.5655 -0.1887 -0.0394

---

No. 2
11
Properties=species:S:1:pos:R:3:forces:R:3 method="wB97M-V/def2-TZVPD" total_charge=0 lumo_ha="-0.023 / -0.023" homo_energy_ev="-9.21 / -9.21" e_above_lowest_kj_mol=480.31 e_tot_ha=-645.32874 orbital_gap_ev="8.60 / 8.60"
C -0.3300 -1.5134 0.1814 -0.3313 -2.1405 1.4783
C -0.1729 -0.2435 -0.0208 3.0831 0.1177 -0.5068
C -0.9782 0.9152 -0.2001 -1.8117 -1.4712 -0.1459
N 1.5872 0.3696 0.0032 -3.5638 2.0597 0.9158
O 1.6319 1.5940 0.2524 0.0296 -2.1265 -0.6402
S 2.7798 -0.6184 -0.1581 1.1810 -1.0954 -0.2475
H 0.5214 -2.2063 0.4367 -0.8795 0.9399 -0.6095
H -1.3698 -1.9490 0.3654 1.4728 0.7557 -0.6039
H -1.8717 0.8446 0.3694 -0.4368 0.4039 1.4418
H -1.4230 1.0888 -1.1267 -0.2395 -0.4606 -2.3624
H -0.3746 1.7184 -0.1028 1.4962 3.0174 1.2803